# 1
The following is a DFT calculation (wB97M-V/def2-TZVPD) of an isolated ion of composition C7H9N2 and charge +1 at a distorted geometry.

Structure (XYZ):
```
18
C7H9N2 | the Open Molecules 2025 dataset | wB97M-V/def2-TZVPD
C -3.28 1.33 0.29
C -2.00 1.96 0.02
C -2.71 -1.14 0.20
C -1.32 -1.36 -0.57
C -0.44 0.01 -0.32
C 1.76 0.56 0.32
C 0.62 -0.35 0.76
N -3.12 0.00 0.23
N -1.03 1.21 0.07
H -4.13 1.97 0.46
H -1.56 -1.54 -1.64
H -0.74 -2.10 -0.11
H 0.04 0.32 -1.21
H 1.56 1.70 0.31
H 1.91 0.50 -0.82
H 2.77 0.42 0.76
H 0.20 -0.23 1.80
H 0.98 -1.36 0.46
```

Energy above the lowest of the compared OMol25 structures with the same formula, charge and spin (eV): 7.841
SMILES: CC[C@H]1CC#[N+]C=C=N1
Total charge: +1
Frontier orbital gap (alpha / beta) (eV): 6.777 / 6.778
Maximum force (eV/A): 6.05


# 2
The following is a DFT calculation (wB97M-V/def2-TZVPD) of C7H9N2O as an isolated structure at a distorted geometry.

Structure (XYZ):
```
19
C7H9N2O | the Open Molecules 2025 dataset | wB97M-V/def2-TZVPD
C 1.61 0.36 0.85
C 0.58 1.20 1.18
C -0.12 -0.88 0.05
C -2.09 2.30 -0.40
C -1.07 -1.69 -0.72
C -1.90 1.38 0.57
C 2.10 -1.84 -0.42
N 1.18 -0.78 0.18
N -0.63 0.80 0.78
O -0.69 -2.18 -1.74
H 2.58 0.64 1.00
H 0.63 2.14 1.68
H -3.04 2.72 -0.71
H -1.23 2.63 -0.95
H -2.20 -1.58 -0.38
H -2.73 0.88 1.16
H 3.09 -2.06 0.16
H 1.59 -2.70 -0.87
H 2.34 -1.35 -1.41
```

Energy above the lowest of the compared OMol25 structures with the same formula, charge and spin (eV): 4.866
Total charge: +1
Frontier orbital gap (alpha / beta) (eV): 8.056 / 8.055
Maximum force (eV/A): 5.82


# 3
The following is a DFT calculation (wB97M-V/def2-TZVPD) of an isolated ion of composition C7H9N2O4 and charge +1 at a distorted geometry.

Structure (XYZ):
```
22
C7H9N2O4 | the Open Molecules 2025 dataset | wB97M-V/def2-TZVPD
C 0.99 -1.09 -1.20
C 0.21 -0.13 -1.86
C 1.10 -1.03 0.17
C -0.55 0.77 -1.18
C 0.71 0.20 0.92
C -1.87 2.38 -0.38
C -0.56 0.68 0.35
N -1.59 -0.44 0.72
N 1.95 -1.97 0.92
O -1.06 -1.38 1.21
O -2.74 -0.28 0.45
O -1.28 1.86 -1.49
O -1.20 1.89 0.77
H 1.31 -1.93 -1.91
H 0.20 -0.15 -2.95
H 0.69 0.11 2.06
H 1.53 0.98 0.79
H -1.69 3.61 -0.21
H -2.96 2.23 -0.31
H 1.61 -2.21 1.85
H 2.91 -1.40 1.03
H 2.30 -2.70 0.25
```

Energy above the lowest of the compared OMol25 structures with the same formula, charge and spin (eV): 0.556
SMILES: [NH3+]C1=CC=C2OCO[C@]2([N+](=O)[O-])C1
Total charge: +1
Frontier orbital gap (eV): 8.361
Maximum force (eV/A): 6.18


# 4
The following is a DFT calculation (wB97M-V/def2-TZVPD) of one molecule with the formula C7H9N2O4PS.

Structure (XYZ):
```
24
C7H9N2O4PS | the Open Molecules 2025 dataset | wB97M-V/def2-TZVPD
N 2.47 -1.09 0.54
P 2.37 0.00 -0.75
S 1.54 -1.47 -2.21
O 3.22 1.26 0.07
N 4.06 0.94 1.20
O 4.02 1.79 1.98
O 1.09 1.00 -0.87
C 0.27 1.24 0.25
O 0.64 1.91 1.16
C -1.07 0.61 0.15
C -1.48 -0.07 -1.00
C -2.76 -0.62 -1.05
C -3.62 -0.48 0.03
C -3.20 0.19 1.17
C -1.93 0.74 1.23
H 2.91 -1.94 0.19
H 1.54 -1.33 0.87
H 3.35 0.09 -1.74
H 0.61 -2.12 -1.50
H -0.82 -0.17 -1.85
H -3.08 -1.13 -1.95
H -4.63 -0.89 -0.01
H -3.88 0.28 2.01
H -1.61 1.28 2.12
```

Energy above the lowest of the compared OMol25 structures with the same formula, charge and spin (eV): 2.026
SMILES: N[PH](S)(ON=O)OC(=O)c1ccccc1
Frontier orbital gap (eV): 9.117
Maximum force (eV/A): 0.83


# 5
The following is a DFT calculation (wB97M-V/def2-TZVPD) of C7H9N2OS2 as an isolated structure at a distorted geometry.

Structure (XYZ):
```
21
C7H9N2OS2 | the Open Molecules 2025 dataset | wB97M-V/def2-TZVPD
C -2.89 -2.29 0.57
C -2.60 -0.98 0.95
C -1.92 -2.63 -0.34
C -1.56 -0.55 0.15
C 1.20 0.79 -1.92
C -0.68 0.56 0.12
C 1.79 -0.51 0.01
N -0.76 1.67 0.55
N 0.92 0.09 -0.94
O -1.20 -1.58 -0.65
S 1.58 1.41 -3.27
S 2.59 2.96 0.66
H -3.72 -2.90 0.91
H -3.10 -0.29 1.62
H -1.82 -3.49 -1.08
H 2.86 3.60 1.67
H 2.43 0.23 0.65
H 1.16 -1.28 0.57
H 2.69 -1.04 -0.54
H -0.30 2.58 0.55
H 3.34 3.65 -0.25
```

Energy above the lowest of the compared OMol25 structures with the same formula, charge and spin (eV): 2.551
Total charge: +1
Frontier orbital gap (eV): 8.206
Maximum force (eV/A): 4.92


# 6
The following is a DFT calculation (wB97M-V/def2-TZVPD) of one molecule with the formula C7H9N2P at a distorted geometry.

Structure (XYZ):
```
19
C7H9N2P | the Open Molecules 2025 dataset | wB97M-V/def2-TZVPD
C -0.77 -3.20 -0.26
C -0.81 -1.08 0.22
C 0.26 -1.36 -0.58
C -1.13 0.34 0.76
C 1.26 -0.34 -1.00
C -0.28 1.35 0.08
C 1.17 0.86 -0.04
N 0.27 -2.69 -0.87
N -1.46 -2.26 0.43
P -2.29 0.56 1.96
H -1.04 -4.23 -0.27
H 2.26 -0.78 -0.98
H 1.06 -0.01 -2.02
H -0.68 1.53 -0.93
H -0.31 2.31 0.61
H 1.52 0.56 0.95
H 1.80 1.68 -0.39
H -2.28 -2.38 1.00
H -2.14 1.95 2.07
```

Energy above the lowest of the compared OMol25 structures with the same formula, charge and spin (eV): 0.000
SMILES: [H]/P=C1\CCCc2nc[nH]c21
Frontier orbital gap (eV): 8.169
Maximum force (eV/A): 3.00


# 7
The following is a DFT calculation (wB97M-V/def2-TZVPD) of one molecule with the formula C7H9N3 at a distorted geometry.

Structure (XYZ):
```
19
C7H9N3 | the Open Molecules 2025 dataset | wB97M-V/def2-TZVPD
C -0.36 0.98 0.72
C -0.46 2.19 -1.24
C -0.65 0.20 -0.48
C 2.19 -0.76 -0.58
C 1.62 -0.37 0.39
C -0.75 -1.14 -0.60
C -0.83 -2.20 0.46
N -0.66 0.98 -1.63
N 1.03 0.58 1.20
N -0.28 2.31 0.11
H -1.05 1.07 1.69
H -0.20 2.99 -1.89
H 2.87 -1.29 -1.28
H -0.71 -1.47 -1.63
H -1.76 -2.75 0.16
H -0.98 -1.88 1.42
H 0.07 -2.91 0.34
H 0.92 0.29 2.22
H -0.02 3.18 0.62
```

Energy above the lowest of the compared OMol25 structures with the same formula, charge and spin (eV): 4.480
SMILES: C#CN[C@H]1NC=N/C1=C/C
Frontier orbital gap (eV): 8.254
Maximum force (eV/A): 4.52


# 8
The following is a DFT calculation (wB97M-V/def2-TZVPD) of one molecule with the formula C7H9N3O2S2 at a distorted geometry.

Structure (XYZ):
```
23
C7H9N3O2S2 | the Open Molecules 2025 dataset | wB97M-V/def2-TZVPD
C 2.94 -0.81 0.18
C 3.00 0.11 -0.88
C 1.79 -0.89 0.91
C 1.91 0.98 -1.17
C 0.78 0.08 0.72
C 0.87 1.00 -0.27
C -1.45 0.85 0.69
N -0.42 0.18 1.45
N -1.14 -0.97 -1.76
N -2.52 1.21 1.47
O -3.45 -0.01 -0.87
O -2.28 -1.73 0.42
S -0.65 2.04 -0.39
S -2.21 -0.53 -0.38
H 3.78 -1.55 0.41
H 3.82 -0.01 -1.69
H 1.50 -1.70 1.43
H 1.99 1.62 -2.05
H -0.76 -0.31 2.33
H -0.30 -1.02 -1.31
H -1.37 -1.77 -2.25
H -2.38 2.02 1.95
H -3.46 1.20 1.05
```

Energy above the lowest of the compared OMol25 structures with the same formula, charge and spin (eV): 2.162
SMILES: N[C@]1(S(N)(=O)=O)Nc2ccccc2S1
Frontier orbital gap (eV): 9.004
Maximum force (eV/A): 5.12


# 9
The following is a DFT calculation (wB97M-V/def2-TZVPD) of C7H9N5 as an isolated structure at a distorted geometry.

Structure (XYZ):
```
21
C7H9N5 | the Open Molecules 2025 dataset | wB97M-V/def2-TZVPD
C 2.66 -1.59 -1.04
C 1.38 -1.14 -0.44
C 1.24 0.20 -0.57
C 0.28 1.12 0.03
C -2.71 -0.41 0.67
C -1.93 -1.56 0.87
C -0.61 -1.22 0.50
H 2.95 -2.53 -0.31
H 3.26 -0.58 -1.05
H 2.54 -1.73 -2.43
H 1.89 0.78 -1.14
H 1.31 3.18 1.17
H 0.66 4.26 -0.36
H -3.96 -0.56 0.53
H -2.43 -2.55 1.09
H 0.28 -3.10 -0.84
N -0.02 2.31 -0.26
N 1.16 3.24 -0.26
N -0.86 0.10 0.23
N -2.07 0.61 0.34
N 0.60 -1.90 0.40
```

Energy above the lowest of the compared OMol25 structures with the same formula, charge and spin (eV): 11.977
Frontier orbital gap (eV): 6.571
Maximum force (eV/A): 8.84


# 10
The following is a DFT calculation (wB97M-V/def2-TZVPD) of C7H9NO as an isolated structure at a distorted geometry.

Structure (XYZ):
```
18
C7H9NO | the Open Molecules 2025 dataset | wB97M-V/def2-TZVPD
C 0.51 1.86 -0.17
C -0.22 0.49 -0.04
C -0.80 0.08 1.35
C -0.35 -1.37 0.60
C -1.32 -1.18 -0.81
C -1.31 0.17 -1.10
C 2.05 -1.03 -0.26
H -0.56 2.69 -1.09
H 2.09 1.71 -0.90
H 0.67 2.62 1.20
H -1.92 0.45 1.64
H -0.45 0.23 2.35
H -0.49 -2.27 1.13
H -1.85 -2.02 -1.24
H -1.94 0.65 -1.79
H 2.32 -2.17 -0.65
N 0.62 -0.73 -0.08
O 2.98 -0.17 -0.14
```

Energy above the lowest of the compared OMol25 structures with the same formula, charge and spin (eV): 13.037
Frontier orbital gap (eV): 8.808
Maximum force (eV/A): 8.63


# 11
The following is a DFT calculation (wB97M-V/def2-TZVPD) of a 2-piece molecular cluster, C7H9NO overall at a distorted geometry.

Structure (XYZ):
```
18
C7H9NO | the Open Molecules 2025 dataset | wB97M-V/def2-TZVPD
C 1.20 0.04 0.15
C 0.49 1.39 -0.45
C -0.74 1.52 -0.05
C -1.37 0.61 0.79
C -0.73 -1.33 -0.03
C 0.72 -1.10 -0.85
C -0.09 -0.46 1.04
H 3.06 1.16 -0.15
H 1.03 2.18 -0.99
H -1.24 2.43 -0.52
H -1.93 0.86 1.85
H -2.38 -0.37 -1.15
H -1.04 -2.31 0.34
H 0.71 -0.95 -1.87
H 1.28 -2.05 -0.43
H 0.44 -1.13 1.84
N -1.95 -0.46 -0.13
O 2.53 -0.04 0.60
```

Energy above the lowest of the compared OMol25 structures with the same formula, charge and spin (eV): 8.796
Frontier orbital gap (eV): 7.737
Maximum force (eV/A): 6.23


# 12
The following is a DFT calculation (wB97M-V/def2-TZVPD) of a 2-piece molecular cluster, C7H9NO2 overall at a distorted geometry.

Structure (XYZ):
```
19
C7H9NO2 | the Open Molecules 2025 dataset | wB97M-V/def2-TZVPD
C 1.02 -1.73 1.88
C 2.31 -1.89 1.76
C -0.28 -1.58 1.71
C -0.82 0.29 0.73
C -0.70 1.30 -1.45
C -0.97 2.63 -0.86
C -0.10 -0.98 -1.37
N -0.51 0.18 -0.60
O -1.11 1.17 1.49
O -0.46 1.17 -2.62
H 3.02 -1.11 2.25
H 2.82 -2.84 1.39
H -1.10 -1.71 2.39
H -0.79 3.55 -1.50
H -1.99 2.55 -0.48
H -0.34 2.70 -0.08
H 0.22 -1.75 -0.61
H -0.95 -1.06 -1.98
H 0.73 -0.89 -2.05
```

Energy above the lowest of the compared OMol25 structures with the same formula, charge and spin (eV): 5.174
Frontier orbital gap (eV): 8.789
Maximum force (eV/A): 3.89


# 13
The following is a DFT calculation (wB97M-V/def2-TZVPD) of C7H9NO4PS as an isolated structure at a distorted geometry.

Structure (XYZ):
```
23
C7H9NO4PS | the Open Molecules 2025 dataset | wB97M-V/def2-TZVPD
C -0.15 0.56 -0.82
C 0.83 0.73 0.06
C -1.04 -0.54 -0.81
C 0.34 -0.75 1.38
C -2.62 -2.36 -1.82
C 2.52 2.25 1.67
C -2.06 -0.80 -1.84
N 0.64 -0.98 2.64
O -0.05 -1.86 3.14
O 3.14 1.41 -0.94
O 1.61 -0.46 3.24
O 1.26 3.22 -0.62
P 2.07 2.05 -0.16
S -1.00 -1.44 0.65
H -0.27 1.11 -1.73
H -2.14 -2.87 -2.59
H -3.63 -2.52 -2.08
H -2.34 -2.80 -0.86
H 1.96 3.12 1.99
H 2.17 1.32 2.11
H 3.57 2.38 1.86
H -3.00 -0.28 -1.55
H -1.82 -0.48 -2.93
```

Energy above the lowest of the compared OMol25 structures with the same formula, charge and spin (eV): 4.365
Total charge: -1
Frontier orbital gap (alpha / beta) (eV): 6.779 / 6.790
Maximum force (eV/A): 7.94